C18H14ClN3O | ωB97M-V/def2-TZVPD

Element x y z (Å)
N 0.713 2.776 2.420
C 0.183 1.813 1.961
C -0.259 0.621 1.238
C -1.606 0.132 1.407
C -2.617 0.721 2.281
C -3.900 0.814 1.727
C -4.914 1.486 2.591
C -4.621 2.036 3.766
Cl -5.968 2.431 4.913
C -3.335 1.956 4.257
C -2.319 1.247 3.543
O -1.772 -0.750 0.389
C -0.571 -0.888 -0.334
N -0.269 -1.666 -1.440
C 0.999 -1.630 -1.878
C 1.994 -0.694 -1.403
C 1.629 0.164 -0.455
N 2.602 1.083 0.054
C 0.343 -0.019 0.164
C 3.308 -0.493 -2.116
C 3.641 -1.502 -3.247
C 2.356 -2.046 -3.856
C 1.250 -2.601 -2.958
H -4.029 0.475 0.660
H -5.975 1.546 2.409
H -3.186 2.276 5.277
H -1.424 1.125 4.170
H 3.381 1.351 -0.491
H 2.404 1.665 0.811
H 3.128 0.491 -2.554
H 4.090 -0.401 -1.441
H 4.235 -1.017 -4.037
H 4.092 -2.349 -2.785
H 2.583 -2.752 -4.706
H 1.912 -1.142 -4.362
H 1.578 -3.486 -2.446
H 0.346 -2.773 -3.527

Properties
orbital gap	7.90	eV
energy above the lowest of the compared OMol25 structures with the same formula, charge and spin	13.6	kcal per mole
SMILES	N#Cc1c(-c2ccc(Cl)cc2)oc2nc3c(c(N)c12)CCCC3
HOMO level	-8.19	eV
LUMO	-0.288	eV

C18H14F5N5O2S | ωB97M-V/def2-TZVPD

Element x y z (Å)
C -3.634 1.284 -8.252
C -2.972 1.592 -6.951
C -2.327 2.768 -6.703
C -1.695 3.057 -5.447
O -1.091 4.053 -5.124
N -1.848 1.977 -4.532
N -1.339 2.023 -3.284
C -1.586 0.954 -2.618
N -1.283 0.777 -1.328
C -1.236 -0.535 -0.729
C 0.174 -1.116 -0.856
C 1.213 -0.172 -0.218
C 1.039 -0.223 1.288
O 0.158 0.315 1.906
N 1.993 -1.011 1.915
C 1.986 -1.273 3.281
C 3.171 -1.194 4.018
F 4.301 -0.882 3.363
C 3.208 -1.440 5.382
F 4.358 -1.360 6.050
C 2.029 -1.762 6.051
F 2.046 -1.988 7.364
C 0.840 -1.867 5.336
F -0.281 -2.215 5.965
C 0.822 -1.641 3.963
F -0.312 -1.840 3.294
C 1.045 1.254 -0.767
C -0.405 1.732 -0.680
S -2.494 -0.285 -3.544
C -2.505 0.841 -4.879
N -3.057 0.607 -6.019
H -3.508 2.100 -8.956
H -3.211 0.371 -8.668
H -4.695 1.105 -8.086
H -2.264 3.540 -7.452
H -1.963 -1.188 -1.215
H -1.503 -0.432 0.326
H 0.213 -2.097 -0.381
H 0.417 -1.236 -1.914
H 2.214 -0.532 -0.476
H 2.875 -1.164 1.447
H 1.687 1.943 -0.217
H 1.356 1.262 -1.814
H -0.516 2.695 -1.176
H -0.712 1.811 0.364

Properties
orbital gap	8.41	eV
SMILES	Cc1cc(=O)n2nc(N3CCC(C(=O)Nc4c(F)c(F)c(F)c(F)c4F)CC3)sc2n1
HOMO level	-8.32	eV
LUMO	0.089	eV

C18H14IrO5P | ωB97M-V/def2-TZVPD

Element x y z (Å)
O -3.518 -1.084 -3.660
C -2.735 -0.944 -2.834
Ir -1.683 0.033 -1.573
O -2.815 2.824 -2.164
C -2.421 1.784 -1.963
C -1.552 -2.552 -1.959
O -0.711 -2.953 -1.209
C -0.267 0.212 -2.976
O 0.494 0.337 -3.805
C -3.064 -0.386 -0.217
O -3.945 -0.605 0.531
H -2.163 -2.957 -2.658
C -0.421 2.418 0.509
P -0.118 0.690 0.116
C 1.573 0.570 -0.494
C 2.245 -0.702 -0.473
C 3.577 -0.709 -0.953
C 4.192 0.400 -1.506
C 3.455 1.617 -1.589
C 2.153 1.689 -1.064
C -0.379 -0.150 1.703
C -1.548 0.096 2.393
C -1.871 -0.605 3.591
C -0.905 -1.545 4.073
C 0.261 -1.723 3.429
C 0.617 -1.023 2.268
H -0.319 3.051 -0.379
H 0.338 2.685 1.254
H -1.422 2.552 0.939
H 1.743 -1.594 -0.118
H 4.105 -1.654 -0.883
H 5.225 0.348 -1.901
H 3.906 2.470 -2.035
H 1.598 2.658 -1.155
H -2.271 0.856 2.054
H -2.779 -0.433 4.090
H -1.173 -2.118 4.995
H 1.023 -2.442 3.820
H 1.578 -1.112 1.804

Properties
orbital gap (alpha / beta)	4.04 / 5.23	eV
energy above the lowest of the compared OMol25 structures with the same formula, charge and spin	43.1	kcal per mole
2S+1	5
HOMO level (alpha / beta)	-11.63 / -15.30	eV
total charge	+2
LUMO (alpha / beta)	-7.591 / -10.062	eV

C18H15Cl3MnN4S2Si | ωB97M-V/def2-TZVPD

Element x y z (Å)
Mn -0.080 -0.017 0.323
S -2.388 3.758 0.482
C -0.899 4.106 1.258
C -0.087 3.020 1.325
C -0.640 1.853 0.716
C -1.910 2.124 0.238
C -2.749 1.080 -0.319
C -4.100 1.205 -0.618
C -4.798 0.096 -1.059
C -4.135 -1.116 -1.188
C -2.790 -1.166 -0.881
N -2.102 -0.098 -0.468
H -0.717 5.099 1.638
H 0.883 3.051 1.803
H -4.588 2.161 -0.487
H -5.853 0.171 -1.288
H -4.647 -2.007 -1.520
H -2.243 -2.094 -0.976
C 1.532 -5.014 -0.383
N 2.368 -3.848 -0.165
C 3.740 -3.850 -0.024
C 4.129 -2.577 0.142
N 2.987 -1.782 0.102
C 1.906 -2.588 -0.101
S 0.262 -2.229 -0.248
C 3.040 -0.371 0.216
C 4.146 0.200 0.827
C 4.302 1.572 0.778
C 3.369 2.324 0.083
C 2.267 1.679 -0.437
N 2.057 0.355 -0.325
H 2.158 -5.901 -0.365
H 1.033 -4.943 -1.348
H 0.777 -5.088 0.398
H 4.319 -4.755 -0.053
H 5.118 -2.179 0.268
H 4.865 -0.415 1.348
H 5.145 2.039 1.269
H 3.473 3.393 -0.037
H 1.498 2.231 -0.959
Cl 0.110 0.982 4.201
Si 0.058 -0.435 2.702
Cl 1.776 -1.587 3.167
Cl -1.521 -1.689 3.220

Properties
orbital gap (alpha / beta)	7.25 / 7.81	eV
energy above the lowest of the compared OMol25 structures with the same formula, charge and spin	13.5	kcal per mole
2S+1	5
HOMO level (alpha / beta)	-11.11 / -11.15	eV
total charge	+1
LUMO (alpha / beta)	-3.856 / -3.334	eV

C18H15FN4O2 | ωB97M-V/def2-TZVPD

Element x y z (Å)
C 1.249 1.674 -3.560
N 0.077 1.415 -2.599
C 0.197 0.869 -1.406
N 1.301 0.209 -1.043
C 1.997 0.439 0.221
C 1.560 -0.593 1.341
O 1.310 -0.141 2.483
C 2.085 -2.072 1.236
C 1.835 -2.777 0.067
C 2.201 -4.149 -0.133
C 2.757 -4.932 0.903
C 2.949 -4.187 2.052
C 2.711 -2.806 2.240
F 3.225 -2.126 3.322
N -0.701 0.799 -0.474
C -1.917 1.555 -0.606
C -2.805 1.603 0.579
C -4.048 2.071 0.512
C -4.926 2.192 1.571
N -4.579 1.743 2.717
C -3.358 1.381 2.915
C -2.404 1.332 1.903
C -2.118 2.257 -1.796
C -1.116 2.029 -2.873
O -1.174 2.601 -3.948
H 1.543 0.787 -4.071
H 1.142 2.459 -4.359
H 2.188 1.872 -3.028
H 1.857 -0.005 -1.855
H 3.081 0.515 0.143
H 1.694 1.434 0.558
H 1.538 -2.184 -0.809
H 2.030 -4.685 -1.047
H 3.103 -6.010 0.752
H 3.648 -4.548 2.822
H -4.572 2.540 -0.336
H -5.928 2.505 1.369
H -3.175 1.132 3.977
H -1.439 1.044 2.169
H -3.018 2.759 -1.908

Properties
orbital gap	8.52	eV
energy above the lowest of the compared OMol25 structures with the same formula, charge and spin	60.5	kcal per mole
SMILES	Cn1c(NCC(=O)c2ccccc2F)nc(-c2ccncc2)cc1=O
HOMO level	-8.68	eV
LUMO	-0.165	eV

C18H15FeN2O3 | ωB97M-V/def2-TZVPD

Element x y z (Å)
O -3.469 -1.012 -2.837
C -2.694 -0.759 -2.005
Fe -1.513 0.153 -1.146
C -0.501 0.566 -2.528
O 0.105 1.080 -3.378
C -2.289 1.703 -1.355
O -2.773 2.700 -1.717
C 1.142 2.179 1.511
C -0.100 2.064 2.336
C -1.299 1.522 2.000
C -1.655 0.465 1.090
C -0.694 -0.497 0.650
C 0.660 -0.087 0.350
C 1.214 1.159 0.394
H 1.223 3.182 1.070
H 0.004 2.561 3.317
H -2.158 1.911 2.563
H -2.724 0.185 1.086
H -0.910 -1.577 0.774
H 1.319 -0.898 0.015
H 2.071 1.341 -0.279
C 4.364 6.592 2.535
C 4.254 5.131 2.847
C 3.196 4.350 2.337
C 3.186 3.009 2.696
C 4.141 2.437 3.508
C 5.183 3.191 4.018
C 5.223 4.542 3.669
N 3.784 1.086 3.633
C 2.658 0.853 2.926
N 2.302 1.993 2.335
H 5.292 6.964 2.985
H 4.399 6.789 1.455
H 3.526 7.167 2.951
H 2.408 4.733 1.690
H 5.923 2.716 4.663
H 6.024 5.187 4.035
H 4.273 0.373 4.172
H 2.132 -0.091 2.787

Properties
orbital gap (alpha / beta)	5.83 / 5.78	eV
energy above the lowest of the compared OMol25 structures with the same formula, charge and spin	0.0	kcal per mole
2S+1	5
HOMO level (alpha / beta)	-9.12 / -11.16	eV
total charge	+1
LUMO (alpha / beta)	-3.292 / -5.382	eV